[1]
A 2-piece molecular cluster, C10H19BrOSi overall. Source: the OMol25 dataset; level of theory: ωB97M-V with the def2-TZVPD basis set.

```
32
Properties=species:S:1:pos:R:3:mulliken_charge:R:1
Br -1.033 0.341 5.041 -0.003
Si -0.638 -4.483 1.361 0.237
O -0.701 -3.254 2.255 -0.430
C 1.081 -4.417 0.237 -1.041
C 0.518 4.170 -1.153 -1.511
C 0.481 3.008 1.070 -1.288
C 0.255 1.855 1.891 1.054
C -1.793 -4.391 -0.105 -1.212
C 0.100 2.891 -0.402 1.377
C -1.413 2.740 -0.497 -1.390
C -0.547 -0.139 3.235 -0.850
C 0.839 1.647 -0.968 -1.295
C 0.000 0.857 2.525 0.142
H -0.580 -1.172 3.186 0.555
H 1.607 3.175 1.295 0.379
H -1.593 1.722 0.019 0.329
H -2.044 3.507 0.189 0.265
H -0.266 -5.775 1.839 -0.192
H -0.192 4.306 -1.961 0.373
H 1.873 -4.014 0.763 0.364
H -1.600 2.672 -1.597 0.463
H -1.359 -4.339 -1.078 0.365
H 0.659 0.594 -0.554 0.320
H 0.518 4.934 -0.341 0.331
H -2.596 -5.077 -0.079 0.359
H 0.679 -3.669 -0.420 0.168
H -2.228 -3.469 -0.030 0.357
H 0.108 4.011 1.468 0.418
H 1.575 4.154 -1.360 0.411
H 1.316 -5.461 -0.053 0.239
H 1.940 1.989 -0.652 0.350
H 0.533 1.547 -2.040 0.354
```

Results
Energy above the lowest of the compared OMol25 structures with the same formula, charge and spin: 675.8 kJ/mol
Energy: -90638.269 eV
HOMO level (spin up / spin down): -6.64 / -6.64 eV

***

[2]
One molecule with the formula C2H3NO2S. Source: the OMol25 dataset; level of theory: ωB97M-V with the def2-TZVPD basis set.

```
9
Properties=species:S:1:pos:R:3:mulliken_charge:R:1
S 1.588 -0.618 -0.397 -0.157
O 0.372 0.405 -2.588 -0.502
O -0.432 -0.670 1.767 -0.497
N -0.590 0.386 -0.361 -0.063
C 0.200 0.032 0.771 -0.087
C 0.294 0.254 -1.401 0.389
H -1.481 0.843 -0.435 0.221
H 0.711 1.010 1.186 0.320
H -0.662 -1.642 1.458 0.376
```

Results
Energy above the lowest of the compared OMol25 structures with the same formula, charge and spin: 122.0 kJ/mol
Energy: -18542.188 eV
SMILES string: O=C1N[C@@H](O)S1
HOMO level: -9.72 eV

***

[3]
One molecule with the formula C5H7NO. Source: the OMol25 dataset; level of theory: ωB97M-V with the def2-TZVPD basis set.

```
14
Properties=species:S:1:pos:R:3:mulliken_charge:R:1
O 1.844 1.327 -1.371 -0.406
N 0.374 -1.280 0.578 -0.376
C -0.557 -0.240 0.976 -0.653
C -1.377 0.245 -0.223 -0.400
C -0.561 0.703 -1.413 -0.642
C 1.603 -1.052 0.769 -0.341
C 0.710 1.033 -1.383 0.610
H -2.032 -0.567 -0.554 0.309
H -2.029 1.060 0.120 0.299
H -1.023 0.750 -2.394 0.330
H 2.342 -1.792 0.461 0.275
H 1.984 -0.126 1.225 0.265
H -1.251 -0.670 1.707 0.354
H -0.047 0.611 1.462 0.376
```

Results
Energy above the lowest of the compared OMol25 structures with the same formula, charge and spin: 185.4 kJ/mol
Energy: -8834.281 eV
SMILES string: C=NCCC=C=O
HOMO level: -8.84 eV

***

[4]
A 2-piece molecular cluster, CH5N4 overall. Source: the OMol25 dataset; level of theory: ωB97M-V with the def2-TZVPD basis set.

```
10
Properties=species:S:1:pos:R:3:mulliken_charge:R:1
N 0.574 -1.167 0.888 -0.315
N -0.111 0.269 -1.234 -0.038
N -0.695 -0.546 1.197 -0.377
N 0.696 1.051 -0.343 -0.484
C 0.180 -0.127 0.133 0.526
H -0.046 2.385 -0.051 0.423
H 0.393 -0.213 -1.954 0.299
H -1.170 0.619 -1.327 0.392
H -0.669 -0.196 2.185 0.303
H 0.847 -2.074 0.505 0.270
```

Results
Energy above the lowest of the compared OMol25 structures with the same formula, charge and spin: 587.7 kJ/mol
Energy: -7063.746 eV
Charge: +1
HOMO level: -14.42 eV

***

[5]
A 10-piece molecular cluster, C55H71N9OP overall. Source: the OMol25 dataset; level of theory: ωB97M-V with the def2-TZVPD basis set.

```
137
Properties=species:S:1:pos:R:3:mulliken_charge:R:1
P 0.268 -5.839 -0.834 0.285
O 3.900 -4.123 0.796 -0.213
N 1.234 -4.209 -3.883 0.021
N -5.592 4.384 5.968 -0.514
N 2.953 0.020 -9.739 -0.392
N -1.291 8.045 4.915 -0.214
N -0.210 9.522 -1.710 -0.565
N -0.632 4.268 2.483 -0.542
N 1.566 -8.958 1.498 -0.133
N 1.130 -0.089 -5.537 -0.234
N -1.852 -1.494 4.833 -0.513
C -0.847 7.215 -1.502 -0.156
C -4.472 3.383 7.843 -0.372
C -0.092 -1.668 -0.253 -0.080
C -6.849 3.603 7.860 -0.380
C 5.372 -0.963 -10.720 -0.332
C -1.233 7.183 -2.833 -0.475
C 2.883 -8.973 1.711 -0.147
C -6.749 4.188 6.608 -0.228
C 3.452 -2.820 1.138 -0.760
C -4.481 3.982 6.593 -0.447
C 3.658 -0.901 -9.071 0.230
C -2.291 9.123 6.813 -0.659
C -1.999 6.100 1.742 -0.206
C 0.742 1.620 -3.893 -0.525
C 3.656 -10.125 1.689 -0.640
C -1.530 -5.061 1.375 -0.997
C 0.980 -10.130 1.253 -0.104
C -0.077 -5.533 1.026 -0.471
C -1.465 -1.335 0.400 -0.887
C -2.101 -2.507 1.221 -0.498
C -1.711 0.880 4.498 -0.408
C 2.050 -3.522 -6.459 0.073
C -1.037 5.542 2.566 -0.306
C 1.074 -4.486 -6.262 -0.861
C -1.161 -0.392 4.528 -0.336
C -3.055 1.020 4.799 -0.135
C -3.148 -1.335 5.120 -0.307
C 1.070 2.603 -4.813 -0.356
C 5.284 -4.294 1.007 -0.815
C 4.864 -1.419 -9.515 -0.488
C -3.794 -0.108 5.117 -0.528
C 1.442 0.877 -6.408 -0.388
C -2.176 3.975 0.665 -0.392
C 2.175 -3.288 -4.096 -0.240
C 3.025 -11.332 1.435 -0.102
C -2.578 5.297 0.771 -0.731
C -2.352 8.341 5.671 -0.174
C -1.059 9.627 7.198 -0.071
C 1.429 2.228 -6.098 -0.536
C -0.587 9.467 -2.991 -0.241
C -1.102 8.332 -3.597 -0.325
C -5.683 3.193 8.487 -0.200
C -1.206 3.513 1.540 -0.524
C 4.659 -0.011 -11.430 -0.343
C -2.084 -3.900 0.475 -0.600
C 0.789 0.296 -4.303 -0.406
C -0.347 8.402 -0.993 -0.328
C 2.616 -2.907 -5.354 -0.507
C -0.113 8.543 5.305 -0.059
C 1.016 -1.987 0.804 -0.498
C 0.056 9.332 6.431 -0.655
C 1.657 -11.340 1.212 -0.665
C 0.703 -4.789 -4.960 -0.217
C 2.341 -2.391 0.106 0.089
C 3.464 0.446 -10.898 -0.318
H 1.712 0.536 -7.402 0.540
H 1.035 9.706 6.699 0.348
H -0.060 -5.533 -4.753 0.368
H -3.185 9.332 7.385 0.355
H 2.140 -3.211 -0.614 -0.374
H 1.693 2.967 -6.844 0.387
H 3.330 -8.004 1.907 0.394
H 3.221 -1.230 -8.134 0.148
H -3.334 5.696 0.106 0.480
H 1.128 -12.262 1.010 0.344
H -1.613 -3.829 -0.516 0.537
H -0.556 6.132 3.337 0.440
H -1.392 8.347 -4.639 0.367
H -2.604 3.317 -0.080 0.465
H 2.718 -1.520 -0.476 0.505
H -3.541 3.075 8.299 0.369
H -1.102 1.739 4.244 0.452
H -3.521 1.998 4.784 0.587
H 2.365 -3.254 -7.461 0.200
H -1.628 -2.535 2.218 0.052
H -4.847 -0.039 5.356 0.415
H 5.392 -2.162 -8.931 0.373
H -1.150 -5.880 -1.192 -0.040
H -2.264 -5.891 1.407 0.332
H -1.265 -0.509 1.129 -0.072
H 0.252 -0.731 -0.762 0.244
H -7.633 4.522 6.077 0.379
H -3.293 7.922 5.332 0.424
H 4.722 -10.077 1.865 0.349
H 5.880 -3.372 0.845 0.347
H 0.606 -6.114 -2.227 -0.089
H -2.173 -0.904 -0.339 0.364
H -0.969 10.242 8.085 0.367
H 1.165 -1.030 1.364 0.344
H 0.349 -4.382 -1.091 -0.536
H 0.544 -0.509 -3.618 0.615
H -0.148 -2.436 -1.048 0.040
H 0.659 -2.719 1.551 0.397
H -0.114 -0.553 4.295 0.393
H 2.947 -2.827 2.131 0.290
H 2.589 -2.837 -3.200 0.393
H 1.728 -5.779 -0.563 -0.242
H -7.814 3.472 8.331 0.361
H 4.275 -2.073 1.131 0.378
H 3.592 -12.256 1.410 0.343
H 6.311 -1.345 -11.101 0.366
H -3.557 4.154 6.051 0.678
H 5.511 -4.697 2.020 0.254
H 0.723 -4.871 1.432 -0.006
H -0.035 8.475 0.044 0.455
H 0.730 8.287 4.671 0.348
H 0.456 1.872 -2.881 0.510
H -3.158 -4.138 0.292 0.284
H -3.683 -2.246 5.362 0.350
H -1.498 -4.664 2.421 0.366
H 0.069 -6.514 1.540 0.372
H -0.463 10.389 -3.549 0.346
H 5.021 0.369 -12.376 0.360
H 0.335 -7.277 -0.574 -0.015
H 1.046 3.650 -4.531 0.412
H -0.863 2.484 1.498 0.739
H 0.608 -4.990 -7.100 0.378
H -3.164 -2.222 1.395 0.491
H -2.288 7.137 1.857 0.583
H -1.630 6.274 -3.269 0.423
H -0.090 -10.083 1.080 0.348
H -5.719 2.729 9.466 0.377
H 2.873 1.192 -11.417 0.373
H -0.932 6.339 -0.875 0.496
H 5.635 -5.028 0.252 0.226
H 3.380 -2.148 -5.462 0.401
```

Results
Energy: -82927.280 eV
Charge: -1
HOMO level: -2.45 eV

***

What did the fourth record say?
A 2-piece molecular cluster, CH5N4 overall. Source: the OMol25 dataset; level of theory: ωB97M-V with the def2-TZVPD basis set.

```
10
Properties=species:S:1:pos:R:3:mulliken_charge:R:1
N 0.574 -1.167 0.888 -0.315
N -0.111 0.269 -1.234 -0.038
N -0.695 -0.546 1.197 -0.377
N 0.696 1.051 -0.343 -0.484
C 0.180 -0.127 0.133 0.526
H -0.046 2.385 -0.051 0.423
H 0.393 -0.213 -1.954 0.299
H -1.170 0.619 -1.327 0.392
H -0.669 -0.196 2.185 0.303
H 0.847 -2.074 0.505 0.270
```

Results
Energy above the lowest of the compared OMol25 structures with the same formula, charge and spin: 587.7 kJ/mol
Energy: -7063.746 eV
Charge: +1
HOMO level: -14.42 eV

***

Q: What is the energy in the first record?
A: -90638.269 eV